# C19H19Cl5N3SYb

A molecular structure, C19H19Cl5N3SYb (ωB97M-V/def2-TZVPD, the OMol25 dataset).

HOMO (spin up / spin down) = -14.0 / -14.0 eV
LUMO (spin up / spin down) = -5.93 / -6.74 eV
Frontier orbital gap (spin up / spin down) = 8.07 / 7.26 eV
Energy relative to the best compared isomer or geometry (same formula, charge and spin) = 1.9 kcal/mol

ORCA input file:
```
! RIJCOSX wB97M-V def2-TZVPD def2/J DEFGRID3
* xyz 2 2
Yb -0.49 -0.17 -0.74
Cl 4.01 0.97 -4.41
Cl -0.92 -2.48 -2.79
Cl 0.70 -3.21 -5.50
Cl 3.18 -1.43 -6.25
Cl 2.25 1.56 -1.78
S -2.74 0.89 -2.09
N -1.63 1.50 0.71
N -2.44 -1.27 0.27
N 0.90 -0.38 1.12
C 4.84 0.85 3.58
C -1.94 2.72 -0.07
C 1.81 -0.34 1.83
C 3.72 0.85 2.77
C -2.94 2.47 -1.20
C 2.95 -0.31 2.69
C 4.40 -1.44 4.22
C 1.92 0.22 -2.88
C 2.29 -1.10 -4.84
C 5.17 -0.29 4.30
C 3.28 -1.47 3.41
C 2.67 -0.02 -4.02
C 1.19 -1.90 -4.52
C -4.05 -0.17 -1.37
C 0.84 -0.55 -2.53
C -2.75 -0.58 1.55
C -3.59 -1.44 -0.66
C 0.50 -1.58 -3.36
C -2.81 0.93 1.42
H -2.33 3.51 0.57
H -4.69 -0.46 -2.20
H -4.66 0.47 -0.73
H -3.69 -0.95 1.97
H -2.90 1.37 2.41
H -2.84 3.25 -1.95
H -0.95 1.76 1.41
H -2.17 -2.22 0.52
H -3.71 1.23 0.88
H -1.00 3.09 -0.48
H 5.45 1.74 3.65
H -3.28 -2.17 -1.41
H -4.44 -1.86 -0.13
H -3.98 2.50 -0.86
H 3.45 1.73 2.19
H 4.67 -2.32 4.78
H 2.67 -2.36 3.33
H 6.05 -0.28 4.93
H -1.96 -0.85 2.25
*
```

Results of the natural (NBO) charge analysis, in e, for atoms 1 through 6:
1. Yb 1.91
2. Cl 0.11
3. Cl 0.03
4. Cl 0.11
5. Cl 0.13
6. Cl 0.04

=====

# C23H22N4O4S2

C23H22N4O4S2 in the gas phase (ωB97M-V/def2-TZVPD, the OMol25 dataset).

HOMO = -8.4 eV
LUMO = -0.54 eV
Frontier orbital gap = 7.88 eV
Energy relative to the best compared isomer or geometry (same formula, charge and spin) = 73.8 kcal/mol

ORCA input file:
```
! RIJCOSX wB97M-V def2-TZVPD def2/J DEFGRID3
* xyz 0 1
S -0.29 0.53 2.53
S 2.10 -1.16 1.87
O 0.05 -0.96 -0.91
O 3.23 -1.32 2.73
O 1.03 -2.11 1.93
O 2.52 1.18 -3.07
N 1.65 1.33 -0.92
N 2.61 -1.07 0.29
N -2.06 -0.32 -0.24
N 0.54 1.97 -0.92
C -3.43 -2.16 -1.13
C 4.99 -0.88 0.44
C -4.10 -3.49 -0.80
C -3.11 -4.63 -0.61
C -3.60 3.50 0.15
C -2.29 3.27 -0.26
C 3.82 0.46 -1.18
C 5.04 0.90 -1.68
C -0.20 2.24 2.58
C 6.20 -0.39 -0.04
C -0.59 1.37 -0.71
C -2.59 -1.63 0.04
C 2.57 1.02 -1.73
C 1.97 1.67 2.08
C -4.02 1.12 0.34
C 1.05 2.71 2.33
C 1.38 0.44 2.16
C 6.22 0.48 -1.12
C -4.44 2.44 0.44
C -1.86 1.96 -0.37
C -2.72 0.89 -0.07
C 3.79 -0.48 -0.13
C -0.78 -0.10 -0.65
H -1.62 4.08 -0.48
H 1.68 1.59 -3.34
H -3.96 4.51 0.24
H -1.72 -2.28 0.22
H -4.78 -3.74 -1.62
H 4.96 -1.57 1.26
H 1.80 -1.00 -0.33
H -5.46 2.65 0.75
H 7.17 0.83 -1.51
H -2.47 -4.73 -1.48
H 3.01 1.80 1.85
H -3.19 -1.58 0.95
H 1.31 3.75 2.31
H -4.70 -3.38 0.10
H 5.04 1.60 -2.51
H -2.78 -2.28 -2.00
H -1.09 2.81 2.80
H -4.19 -1.42 -1.38
H 7.12 -0.72 0.42
H -2.48 -4.46 0.26
H -4.69 0.31 0.57
H -3.64 -5.57 -0.46
*
```

Results of the natural (NBO) charge analysis, in e, for atoms 1 through 6:
1. S 0.50
2. S 2.35
3. O -0.63
4. O -0.93
5. O -0.93
6. O -0.66

=====

# C35H63F3InN8O

A molecular structure, C35H63F3InN8O (ωB97M-V/def2-TZVPD, the OMol25 dataset).

HOMO = -4.9 eV
LUMO = 1.37 eV
Frontier orbital gap = 6.26 eV

ORCA input file:
```
! RIJCOSX wB97M-V def2-TZVPD def2/J DEFGRID3
* xyz -1 1
In -7.06 1.20 3.70
F -4.57 2.31 2.22
F -3.85 1.14 3.90
F -4.60 0.15 2.13
O -7.24 0.79 5.72
N -2.50 2.27 6.62
N 5.33 -0.81 1.43
N -4.47 3.12 -3.29
N -2.34 -4.39 -0.70
N 0.81 2.18 -5.95
N 0.66 -5.45 1.94
N 9.93 -2.19 -2.83
N -7.59 -0.85 0.08
C -4.81 -0.31 -1.96
C -4.08 3.43 -2.25
C -6.61 1.88 7.77
C -1.86 2.28 5.66
C 0.73 -4.52 1.27
C 1.14 2.13 5.84
C -2.69 -4.62 0.37
C -6.66 -0.30 -0.32
C -4.89 1.20 2.99
C 11.17 -0.49 -4.38
C 10.47 -1.44 -3.52
C -1.18 3.19 -1.53
C -3.57 3.81 -0.93
C -0.13 2.18 -6.62
C 3.36 -3.16 0.72
C 12.67 -0.45 -4.07
C 7.73 -1.06 0.43
C -4.30 -5.93 1.72
C -2.18 3.44 -7.21
C -3.16 -4.90 1.72
C 12.97 -0.03 -2.64
C 6.39 -0.93 1.01
C -1.01 2.28 4.48
C -4.29 -1.66 -1.49
C -5.52 -5.45 0.94
C -2.11 4.27 -1.01
C -2.67 3.55 -5.77
C 0.84 -3.34 0.41
C -1.33 2.19 -7.45
C -6.14 1.12 6.53
C 2.21 -3.26 -0.27
C 0.30 1.53 4.72
C 6.94 -0.38 -1.89
C 7.92 -0.12 -0.75
C -5.52 0.45 -0.83
H 7.03 -1.40 -2.25
H 0.04 -3.39 -0.33
H 0.08 0.48 4.96
H -3.94 -6.87 1.30
H 3.26 -2.29 1.37
H -1.83 3.63 -5.07
H 10.72 0.50 -4.22
H -4.21 4.60 -0.54
H 12.56 -0.74 -1.92
H 1.39 3.18 5.62
H 5.91 -0.22 -1.57
H -0.80 3.32 4.20
H -1.57 1.82 3.66
H -5.91 -4.51 1.34
H 2.08 1.59 5.96
H 2.21 -2.38 -0.92
H 8.94 -0.23 -1.13
H -5.65 0.19 6.86
H -7.91 -0.06 2.82
H 13.14 0.25 -4.77
H -1.59 4.33 -7.47
H 13.10 -1.43 -4.27
H -0.15 3.54 -1.55
H 7.82 0.92 -0.42
H -4.58 -6.13 2.75
H -1.23 2.30 -0.90
H -5.12 -2.30 -1.16
H -1.01 2.13 -8.49
H -5.28 -5.29 -0.11
H -3.60 -1.55 -0.65
H -3.27 2.69 -5.49
H -5.76 2.42 8.21
H -1.80 4.58 -0.02
H 7.14 0.29 -2.73
H -6.32 -6.19 0.99
H -3.03 3.42 -7.88
H -3.67 2.95 -0.27
H -1.91 1.29 -7.23
H 3.42 -4.05 1.35
H -3.29 4.43 -5.64
H -4.83 0.61 0.00
H -3.98 0.30 -2.33
H -7.03 1.22 8.52
H -5.50 -0.44 -2.80
H 7.86 -2.10 0.11
H -5.41 1.76 6.03
H -3.50 -3.96 2.17
H 8.46 -0.86 1.22
H 14.05 0.01 -2.47
H 10.99 -0.77 -5.41
H -7.34 2.63 7.48
H 0.88 1.52 3.79
H -5.87 1.42 -1.17
H -2.31 -5.26 2.30
H -7.76 2.78 3.25
H 0.66 -2.46 1.03
H -2.05 5.15 -1.66
H 2.34 -4.13 -0.91
H -1.44 2.89 -2.55
H -3.77 -2.18 -2.29
H 0.61 2.10 6.79
H 12.56 0.95 -2.42
H 4.31 -3.07 0.19
*
```

Results of the Löwdin charge analysis, in e, for atoms 1 through 6:
1. In 0.56
2. F -0.05
3. F -0.01
4. F -0.04
5. O -0.44
6. N 0.17

=====

# C19H17Cl3F6P2V

A molecular structure, C19H17Cl3F6P2V (ωB97M-V/def2-TZVPD, the OMol25 dataset).

HOMO (spin up / spin down) = -15.2 / -15.2 eV
LUMO (spin up / spin down) = -8.20 / -10.82 eV
Frontier orbital gap (spin up / spin down) = 6.98 / 4.36 eV

ORCA input file:
```
! RIJCOSX wB97M-V def2-TZVPD def2/J DEFGRID3
* xyz 2 4
V 1.20 -1.79 0.07
Cl 2.78 -0.23 -0.54
Cl -0.38 -3.07 -1.06
Cl 2.62 -3.23 -1.09
P -0.28 0.02 -0.54
P 3.36 -2.44 2.72
F 3.95 -1.00 2.59
F 3.56 -3.62 1.73
F 4.87 -2.56 3.08
F 2.24 -1.83 3.62
F 2.46 -2.12 1.49
F 3.07 -3.50 3.83
C 2.99 2.42 -1.01
C 0.23 2.79 -1.02
C -0.91 1.21 3.38
C -0.93 0.22 1.15
C -2.50 -0.52 2.88
C 0.73 1.50 -0.81
C -0.39 1.12 2.09
C -1.98 -0.61 1.58
C -2.88 1.03 -1.23
C -3.83 0.81 -3.44
C -2.69 0.14 -3.86
C 2.47 3.69 -1.22
C -1.72 0.35 -1.63
C 1.06 -4.11 -1.89
C -1.64 -0.09 -2.96
C 2.13 1.34 -0.81
C -3.92 1.26 -2.12
C -1.97 0.40 3.78
C 1.09 3.88 -1.22
H -3.32 -1.17 3.18
H -0.75 -0.61 -3.32
H 1.06 -4.00 -3.00
H -2.41 -1.35 0.91
H 0.67 4.87 -1.39
H -4.64 0.99 -4.14
H 0.06 -1.97 1.38
H 3.13 4.54 -1.38
H 4.07 2.27 -1.00
H 1.01 -5.18 -1.59
H -2.36 0.47 4.79
H -2.98 1.41 -0.21
H 0.45 1.76 1.83
H -4.81 1.79 -1.79
H -0.48 1.92 4.09
H -2.60 -0.21 -4.89
H -0.84 2.98 -1.02
*
```

Results of the natural (NBO) charge analysis, in e, for atoms 1 through 6:
1. V 0.75
2. Cl 0.23
3. Cl 0.12
4. Cl 0.14
5. P 0.97
6. P 2.66